Entry 1:
{
  "formula": "C25H53BNO14P3S",
  "method": "ωB97M-V/def2-TZVPD",
  "elements": ["C", "C", "C", "C", "N", "C", "C", "C", "O", "O", "C", "C", "O", "O", "C", "O", "C", "P", "S", "C", "B", "C", "O", "H", "H", "H", "H", "H", "H", "H", "H", "H", "H", "H", "H", "H", "H", "H", "H", "H", "H", "H", "H", "H", "H", "H", "O", "P", "O", "C", "C", "O", "C", "C", "O", "C", "C", "H", "H", "H", "H", "H", "H", "H", "H", "H", "H", "H", "H", "H", "H", "H", "O", "P", "O", "C", "C", "O", "C", "C", "O", "C", "C", "H", "H", "H", "H", "H", "H", "H", "H", "H", "H", "H", "H", "H", "H", "H"],
  "xyz": [[4.76359, 1.53794, 3.00023], [3.25599, 1.14951, 3.11103], [2.41610, 2.38136, 2.82025], [0.90550, 2.08550, 2.67728], [-0.00237, 3.16630, 3.09603], [-0.41700, 4.05028, 2.04395], [-1.76526, 4.67372, 2.55365], [-3.00194, 3.98833, 2.04232], [-3.52504, 4.21854, 0.99090], [-3.60560, 3.04395, 2.89793], [-4.86845, 3.54302, 3.22243], [-6.09591, 2.85246, 2.70205], [-4.95644, 4.53715, 3.88653], [-0.80158, 3.41276, 0.83082], [-0.71962, 4.21685, -0.26997], [-1.47436, 4.19679, -1.19256], [0.49205, 5.11671, -0.01046], [1.93528, 4.17394, -0.71769], [1.63866, 2.27371, -0.99984], [0.62829, 5.09988, 1.53585], [0.71093, 6.50136, 2.27903], [1.15250, 6.65104, 3.78336], [0.36141, 7.66244, 1.60683], [4.82446, 2.62492, 3.05703], [5.32161, 1.15362, 3.84855], [5.17792, 1.22793, 2.04682], [3.08012, 0.34320, 2.40466], [3.08738, 0.81486, 4.13260], [2.55685, 3.17639, 3.55835], [2.75716, 2.76482, 1.85329], [0.72612, 1.72808, 1.66776], [0.69792, 1.23810, 3.33615], [0.47659, 3.67427, 3.82646], [-1.88348, 5.73996, 2.35355], [-1.77370, 4.56410, 3.63536], [-6.71872, 2.52273, 3.52600], [-5.85633, 2.06132, 1.99960], [-6.65373, 3.60130, 2.14537], [0.47259, 6.08642, -0.50065], [2.28705, 4.76030, -1.95389], [3.07277, 4.34274, 0.10535], [1.65398, 4.73043, 1.65086], [0.86404, 5.74980, 4.32679], [2.24328, 6.73659, 3.82866], [0.74378, 7.53425, 4.26234], [-0.54560, 7.62849, 1.28970], [1.76838, -4.13435, -2.63900], [2.26242, -2.83252, -3.18418], [2.59212, -3.32504, -4.74304], [1.76086, -4.25982, -5.41553], [0.47566, -3.64381, -5.93897], [3.76886, -2.77754, -2.56961], [4.20377, -3.68722, -1.56438], [4.82059, -4.92437, -2.18353], [2.44849, -1.26702, -3.60620], [1.66952, -0.64713, -4.62348], [0.23508, -0.41944, -4.18958], [1.53328, -5.11610, -4.77818], [2.34282, -4.64217, -6.25681], [-0.09997, -3.18896, -5.12906], [-0.14369, -4.40133, -6.42154], [0.68777, -2.86729, -6.67519], [3.39125, -3.94135, -0.88482], [4.95823, -3.16312, -0.97383], [4.12077, -5.42612, -2.85212], [5.12922, -5.62877, -1.40936], [5.69372, -4.65453, -2.77958], [1.72122, -1.21202, -5.55307], [2.14963, 0.31196, -4.82415], [-0.23255, -1.36044, -3.88375], [-0.34768, 0.01593, -5.00178], [0.19393, 0.25448, -3.33284], [-0.98009, -2.68482, 0.05647], [-2.11243, -3.45767, 0.63489], [-3.01490, -3.70357, -0.73019], [-2.31909, -4.01633, -1.94025], [-1.92060, -5.47619, -2.03619], [-2.96268, -2.27647, 1.36602], [-2.46216, -0.94417, 1.47963], [-2.88032, -0.09973, 0.29384], [-2.90498, -4.51760, 1.58683], [-3.01381, -5.89984, 1.25838], [-1.71040, -6.64772, 1.45913], [-1.43825, -3.38360, -2.05453], [-2.99800, -3.77428, -2.76059], [-1.29816, -5.76979, -1.18848], [-1.36314, -5.66120, -2.95493], [-2.80287, -6.11941, -2.04321], [-1.38093, -0.94078, 1.61137], [-2.89383, -0.52601, 2.39141], [-2.54062, -0.53647, -0.64590], [-2.47266, 0.90956, 0.37645], [-3.96843, -0.03437, 0.24031], [-3.40304, -6.02593, 0.24806], [-3.77013, -6.30950, 1.92957], [-0.90209, -6.19482, 0.87881], [-1.81664, -7.69016, 1.15829], [-1.41222, -6.61914, 2.50769]],
  "lumo_energy_ha": 0.004,
  "molar_mass_g_mol": 727.5,
  "total_charge": 0,
  "smiles": "CCCCN[C@]1(CC(=O)OC(C)=O)OC(=O)[C@H]([PH2]=S)[C@H]1B(C)O.CCOP(=O)(OCC)OCC.CCOP(=O)(OCC)OCC"
}


Entry 2:
{
  "formula": "C25H53BrN9O16S",
  "method": "ωB97M-V/def2-TZVPD",
  "elements": ["C", "N", "C", "N", "C", "C", "N", "N", "N", "C", "N", "C", "C", "S", "C", "N", "N", "C", "O", "N", "C", "Br", "H", "H", "H", "H", "H", "H", "H", "H", "H", "H", "H", "H", "H", "H", "H", "H", "H", "H", "H", "H", "H", "H", "H", "C", "O", "C", "O", "O", "C", "H", "H", "H", "H", "H", "H", "C", "O", "C", "O", "O", "C", "H", "H", "H", "H", "H", "H", "C", "O", "C", "O", "O", "C", "H", "H", "H", "H", "H", "H", "C", "O", "C", "O", "O", "C", "H", "H", "H", "H", "H", "H", "C", "O", "C", "O", "O", "C", "H", "H", "H", "H", "H", "H"],
  "xyz": [[3.30437, -1.43631, 2.25263], [2.23146, -1.49315, 1.23648], [1.31608, -2.57800, 1.55487], [0.08738, -2.59138, 0.73722], [-1.05514, -1.87300, 1.36971], [-1.83148, -2.69269, 2.43514], [-1.71895, -4.12724, 2.18602], [-3.18757, -2.13023, 2.32215], [-1.41886, -2.48757, 3.81069], [0.19219, -2.19570, -0.58559], [0.32101, -3.07323, -1.52884], [0.41389, -4.52266, -1.32857], [1.75629, -4.98455, -0.72915], [1.54848, -6.06235, 0.72380], [0.47923, -7.27871, 0.08471], [-0.81605, -7.15031, -0.14939], [-1.25724, -8.35584, -0.64757], [-0.20471, -9.13107, -0.66098], [0.91907, -8.53037, -0.22862], [0.02256, -0.83866, -0.93277], [-1.33705, -0.57873, -1.50602], [1.38970, -0.25386, -2.07517], [2.89987, -1.61627, 3.24807], [4.06656, -2.20561, 2.07556], [3.79768, -0.46776, 2.22798], [2.70597, -1.70506, 0.36324], [1.81356, -3.55512, 1.53834], [0.98225, -2.42599, 2.58019], [-1.75271, -1.63446, 0.57304], [-0.69378, -0.94351, 1.81985], [-2.42976, -4.57929, 2.75469], [-1.96578, -4.34982, 1.22730], [-3.54738, -2.27415, 1.38828], [-3.79126, -2.55410, 3.01576], [-0.75331, -3.20267, 4.07658], [-0.98052, -1.58557, 3.94630], [0.32670, -2.73384, -2.49003], [0.29283, -4.99118, -2.30489], [-0.43291, -4.84003, -0.72147], [2.39420, -4.15088, -0.44295], [2.30482, -5.54918, -1.48405], [-0.20361, -10.16121, -0.97999], [-1.98401, -1.43814, -1.33318], [-1.25083, -0.42390, -2.56739], [-1.74475, 0.31324, -1.03822], [9.02258, -1.73565, 4.08077], [7.96531, -2.36830, 3.34872], [7.17874, -3.14497, 4.08816], [7.27744, -3.34098, 5.26881], [6.24510, -3.67402, 3.28793], [5.32624, -4.53708, 3.95967], [9.57570, -1.14214, 3.35953], [8.61716, -1.08903, 4.85614], [9.67931, -2.48102, 4.52386], [4.77780, -3.99311, 4.72723], [5.84009, -5.38693, 4.40375], [4.63439, -4.89171, 3.19934], [-1.01537, 3.46809, 1.43049], [-1.94043, 4.41654, 0.89817], [-2.33203, 4.17460, -0.34765], [-1.95099, 3.25633, -1.03302], [-3.19983, 5.11395, -0.69688], [-3.72851, 4.98330, -2.02304], [-0.79009, 3.79923, 2.43958], [-1.46672, 2.47637, 1.46541], [-0.09974, 3.44791, 0.84032], [-4.26883, 4.04397, -2.12705], [-2.93243, 5.04592, -2.76277], [-4.41236, 5.81564, -2.15810], [0.87035, 9.69043, -4.83791], [0.52266, 9.67228, -3.45017], [-0.53220, 8.91728, -3.15762], [-1.17965, 8.27040, -3.94078], [-0.74983, 8.99214, -1.84443], [-1.87571, 8.23398, -1.40184], [1.73675, 10.33897, -4.92322], [1.12496, 8.69004, -5.18254], [0.05220, 10.09133, -5.43264], [-1.73701, 7.17799, -1.62438], [-2.79083, 8.59729, -1.86657], [-1.93905, 8.36874, -0.32622], [-0.18056, 2.08914, -4.31110], [0.13797, 0.68719, -4.32888], [0.94262, 0.29867, -5.32218], [1.39724, 1.00271, -6.17749], [1.16490, -1.01210, -5.17710], [2.01675, -1.57279, -6.18739], [-0.83274, 2.25146, -3.45757], [0.72209, 2.68523, -4.18770], [-0.70506, 2.38770, -5.21540], [2.99706, -1.10171, -6.16580], [1.56956, -1.45437, -7.17141], [2.11059, -2.62919, -5.95387], [-6.36420, 3.90997, 1.13796], [-5.30265, 2.99466, 1.40795], [-5.36983, 2.36447, 2.58287], [-6.20241, 2.53226, 3.42887], [-4.34698, 1.51037, 2.64204], [-4.19591, 0.82535, 3.89026], [-6.14508, 4.34139, 0.16530], [-7.32405, 3.39807, 1.09745], [-6.39549, 4.70226, 1.88344], [-5.08623, 0.25403, 4.14500], [-3.95741, 1.53078, 4.68449], [-3.36381, 0.14678, 3.73541]],
  "lumo_energy_ha": -0.143,
  "molar_mass_g_mol": 847.7,
  "total_charge": 1
}


Entry 3:
{
  "formula": "C25H53N3O14P5",
  "method": "ωB97M-V/def2-TZVPD",
  "elements": ["C", "C", "C", "C", "C", "N", "C", "P", "N", "C", "C", "C", "C", "N", "O", "C", "C", "O", "O", "C", "P", "P", "O", "O", "O", "H", "H", "H", "H", "H", "H", "H", "H", "H", "H", "H", "H", "H", "H", "H", "H", "H", "H", "H", "H", "H", "H", "H", "O", "P", "O", "C", "C", "O", "C", "C", "O", "C", "C", "H", "H", "H", "H", "H", "H", "H", "H", "H", "H", "H", "H", "H", "H", "H", "O", "P", "O", "C", "C", "O", "C", "C", "O", "C", "C", "H", "H", "H", "H", "H", "H", "H", "H", "H", "H", "H", "H", "H", "H", "H"],
  "xyz": [[-4.82251, 0.67787, -5.38319], [-3.47428, 0.49173, -4.41081], [-2.16957, 0.53594, -5.41290], [-2.00244, 2.03717, -6.04910], [-0.78920, -0.08743, -4.75388], [-0.39364, -1.49009, -5.16682], [0.86090, -2.22931, -4.66118], [1.07876, -4.02287, -5.33644], [-0.37508, -4.76095, -5.07617], [1.93123, -1.49532, -3.61252], [3.30032, -2.31785, -3.13533], [3.49515, -2.35337, -1.49558], [3.83477, -3.83836, -0.88667], [2.97559, -5.07344, -1.04683], [4.96463, -3.96384, -0.14160], [1.58538, 0.05601, -3.09171], [2.57964, 0.86887, -2.06610], [2.20670, 1.63078, -1.03504], [4.06066, 0.72223, -2.26050], [0.17545, 0.74499, -3.67009], [-0.28837, 2.52328, -3.04138], [-1.45262, 2.45281, -1.20139], [-2.73638, 1.53267, -1.24566], [-0.54037, 1.96530, 0.22202], [-2.02265, 4.09762, -0.84538], [-4.62130, 0.37446, -6.49995], [-5.11386, 1.83519, -5.40624], [-5.77506, 0.13140, -4.92931], [-3.54922, -0.50762, -3.80768], [-3.43178, 1.46334, -3.75804], [-2.44339, -0.17982, -6.32860], [-0.89767, 2.41816, -6.14638], [-2.56289, 2.84723, -5.37496], [-2.50127, 2.12278, -7.12342], [-1.03905, -1.99229, -5.84830], [2.04816, -4.81040, -4.62035], [1.31104, -4.08460, -6.76228], [-1.00294, -4.03887, -4.60972], [4.27545, -1.82819, -3.61971], [3.30948, -3.44021, -3.48987], [4.45056, -1.67219, -1.27602], [2.60756, -1.84007, -0.91748], [2.04156, -4.80163, -0.61958], [2.87361, -5.29467, -2.06378], [4.49935, 1.58210, -1.92932], [1.01768, 3.16059, -2.82265], [-0.52539, 0.94638, 0.14301], [-2.66370, 4.07980, -0.07199], [-7.63856, 6.65477, -0.49069], [-7.34310, 7.02680, 0.98303], [-6.67683, 8.49873, 0.62318], [-7.54224, 9.56648, 0.29241], [-8.20322, 10.12777, 1.53459], [-5.90091, 6.18909, 0.98689], [-5.76583, 4.97790, 0.25671], [-4.96498, 5.23771, -1.00741], [-7.01298, 7.44246, 2.62958], [-6.35028, 6.55277, 3.51122], [-4.89854, 6.98004, 3.66107], [-8.29002, 9.23830, -0.43672], [-6.93542, 10.34414, -0.18127], [-8.88351, 9.39289, 1.97659], [-8.77795, 11.02780, 1.29538], [-7.45534, 10.37448, 2.29562], [-6.73925, 4.52340, 0.03779], [-5.22152, 4.26886, 0.88994], [-5.43093, 6.00521, -1.62877], [-4.86538, 4.32408, -1.60208], [-3.96452, 5.60217, -0.75480], [-6.44690, 5.51302, 3.18493], [-6.84450, 6.62847, 4.48458], [-4.36643, 6.97378, 2.70597], [-4.36796, 6.32306, 4.35400], [-4.83982, 8.00715, 4.03575], [6.54395, -6.03987, 7.18645], [5.81465, -5.86339, 5.83201], [5.63451, -7.48612, 5.55946], [4.62635, -8.17964, 6.26733], [3.26053, -7.89145, 5.67875], [7.24732, -5.71269, 4.99152], [8.36234, -5.05318, 5.57477], [9.38301, -6.08607, 6.01997], [4.99982, -5.66621, 4.31871], [5.50227, -4.82028, 3.29893], [6.17556, -5.66575, 2.22915], [4.65954, -7.91880, 7.33004], [4.84293, -9.24874, 6.18083], [2.98639, -6.84289, 5.83232], [2.49586, -8.51870, 6.14719], [3.25640, -8.07165, 4.59855], [8.06131, -4.39465, 6.39803], [8.80783, -4.41331, 4.80529], [8.95258, -6.79947, 6.72569], [10.24412, -5.60552, 6.49519], [9.73513, -6.66633, 5.16156], [6.16791, -4.05150, 3.70237], [4.64783, -4.30070, 2.85464], [7.00853, -6.25003, 2.62935], [6.55385, -5.03973, 1.41779], [5.46743, -6.38999, 1.81346]],
  "lumo_energy_ha": -0.227,
  "molar_mass_g_mol": 774.6,
  "total_charge": 1
}


| no. | Kohn-Sham gap (eV) |
| --- | --- |
| 1 | 9.078 |
| 2 | 7.835 |
| 3 | 4.584 |